Here is a 4-piece molecular cluster, CH8O5 overall from OMol25. Energies are from the ωB97M-V functional and the def2-TZVPD basis.

Values from the calculation:
HOMO level   -10.51 eV
Gap between HOMO and LUMO   10.4 eV
SMILES string   O=CO.O.O.O
Relative energy (zero: lowest compared OMol25 entry of this formula, charge and spin)   231.11 kJ/mol

Cartesian coordinates (Å):
H (0.93963, -0.63165, -1.63930)
H (-1.90625, -0.78673, 1.39653)
H (-0.80766, -0.06200, 0.39715)
H (-0.11788, -1.27154, 1.68678)
H (1.82040, 0.20387, -2.41945)
H (1.14855, -0.33826, 1.19268)
H (2.32532, -1.05794, 0.76463)
H (-2.55618, 1.58504, -0.07249)
C (-1.60344, 1.61334, -0.59949)
O (-0.61428, 0.96599, 0.01712)
O (-1.43421, 2.13169, -1.66917)
O (-0.98072, -0.99012, 1.37347)
O (1.95779, -0.69018, 1.58463)
O (1.82894, -0.67153, -2.01309)

Here is C4H3O5Pd as an isolated structure from OMol25. Energies are from the ωB97M-V functional and the def2-TZVPD basis.

Values from the calculation:
2S+1   4
HOMO level (spin up / spin down)   -7.06 / -9.64 eV
Gap between HOMO and LUMO (spin up / spin down)   6.5 / 7.3 eV
Expectation value of S²   3.795

Cartesian coordinates (Å):
O (2.59916, 0.42739, 0.07938)
C (2.50382, -0.20720, -1.04051)
O (-2.07100, 1.71753, 1.46564)
C (-1.81293, 1.00410, 0.37943)
O (-0.99567, 0.01105, 0.72852)
H (-2.44926, 2.57093, 1.21596)
H (-1.42620, -1.65522, -0.43784)
C (0.73384, -1.26026, -0.24227)
H (0.90416, -2.33104, -0.39936)
Pd (1.35094, -0.09980, 1.07719)
O (3.37712, -0.51887, -1.82938)
C (-0.60931, -0.95792, -0.24680)
O (-2.10468, 1.29933, -0.74997)

Here is a 2-piece molecular cluster, C4H14NOS overall from OMol25. Energies are from the ωB97M-V functional and the def2-TZVPD basis.

Values from the calculation:
HOMO level   -12.55 eV
Gap between HOMO and LUMO   9.5 eV
Total charge   +1
Relative energy (zero: lowest compared OMol25 entry of this formula, charge and spin)   70.22 kJ/mol

Cartesian coordinates (Å):
H (-0.67147, -0.95184, -0.12211)
H (-1.92600, 0.70437, -1.17841)
H (1.83705, 2.05180, -0.92682)
H (-0.06074, 2.17967, 0.81533)
S (0.33352, 0.28195, -1.64570)
H (1.11571, 2.29916, -2.50678)
C (-1.02623, 1.23852, -0.88573)
H (0.38585, 0.27078, 1.99817)
H (1.03454, -2.98135, 2.99914)
H (-0.14305, -1.86043, 0.99991)
H (-1.80281, 1.95015, 0.95399)
H (-1.35317, 0.34117, 2.36352)
C (-0.88015, 1.48546, 0.61107)
C (1.58318, 1.56783, -1.86277)
H (-1.72378, -1.42038, 1.06905)
N (-0.78332, -1.06294, 0.90838)
H (1.61300, -3.42154, 1.72859)
C (-0.61319, 0.29389, 1.56900)
H (-1.02202, 2.20538, -1.37234)
H (2.46668, 1.08179, -2.26342)
O (0.73785, -3.22196, 2.10959)

Here is C16H17N4O2Sr as an isolated structure from OMol25. Energies are from the ωB97M-V functional and the def2-TZVPD basis.

Values from the calculation:
HOMO level   -11.67 eV
Gap between HOMO and LUMO   8.5 eV
Total charge   +1
Relative energy (zero: lowest compared OMol25 entry of this formula, charge and spin)   67.14 kJ/mol

Cartesian coordinates (Å):
N (-1.56519, 0.56466, -0.26188)
C (3.71165, 0.13331, 0.44642)
C (-0.60558, 0.02906, -2.37956)
C (3.54163, -0.98763, -0.36020)
H (2.66190, -3.23449, 2.00849)
C (-1.66825, 0.85109, -4.38928)
H (0.93385, 0.81083, 3.90680)
H (-1.31720, 0.11879, 4.25057)
H (3.71557, 0.88538, 2.45894)
H (4.09903, 1.05146, 0.02132)
O (-1.63812, -1.92193, 3.11984)
N (0.21596, 1.06030, 3.21390)
H (1.05857, -1.09266, -2.35641)
H (-2.49898, 0.85000, 1.52722)
H (-4.69703, 2.07758, -1.94005)
C (-1.65441, 0.59833, -1.61206)
C (-3.77083, 1.46547, -0.11210)
C (2.93433, -2.28799, 1.56872)
C (3.49563, 0.03652, 1.82074)
C (-2.74558, 1.30771, -3.67964)
C (3.14942, -2.19390, 0.20180)
Sr (0.66908, 0.40250, 0.70901)
H (0.19550, -0.21246, -4.34519)
C (3.11216, -1.17662, 2.37698)
H (3.05914, -3.07564, -0.41791)
O (-0.03876, -1.22465, 1.73795)
C (-0.60993, 0.19040, -3.74542)
H (2.99702, -1.27179, 3.44763)
H (-0.03009, -1.46331, -1.16448)
H (-4.58403, 1.76003, 0.53162)
C (-0.86301, -1.10151, 2.69655)
N (0.39608, -0.69791, -1.69105)
H (3.77806, -0.92831, -1.41580)
H (-3.59566, 1.75055, -4.17474)
N (-0.90847, 0.19328, 3.31792)
C (-2.76432, 1.18957, -2.27472)
C (-2.59438, 0.95517, 0.45373)
H (-1.64172, 0.95520, -5.46288)
C (-3.83668, 1.62699, -1.47091)
H (-0.09636, 2.00660, 3.43811)

Here is C4H4S as an isolated structure from OMol25. Energies are from the ωB97M-V functional and the def2-TZVPD basis.

Values from the calculation:
HOMO level   -8.08 eV
Gap between HOMO and LUMO   7.5 eV
Relative energy (zero: lowest compared OMol25 entry of this formula, charge and spin)   505.35 kJ/mol

Cartesian coordinates (Å):
C (0.02915, -1.05913, -0.31317)
C (0.24501, 0.40802, -0.19923)
H (0.31924, -1.53280, -1.26446)
H (-1.68662, 0.70896, 0.36921)
S (2.04720, 0.27566, -0.15803)
H (-0.38240, 2.21240, 0.52730)
C (-0.74968, 1.15964, 0.23619)
H (-0.91282, -1.36721, 0.10077)
C (1.09092, -0.80554, 0.70143)

Here is one molecule with the formula C18H23NO3 from OMol25. Energies are from the ωB97M-V functional and the def2-TZVPD basis.

Values from the calculation:
HOMO level   -8.93 eV
Gap between HOMO and LUMO   9.7 eV
SMILES string   Cc1ccc(CNC(=O)[C@H]2CC(=O)OC23CCCC3)c(C)c1
Relative energy (zero: lowest compared OMol25 entry of this formula, charge and spin)   0.00 kJ/mol

Cartesian coordinates (Å):
C (3.79273, 1.18959, -1.26918)
H (4.04489, 1.60784, -2.24143)
H (4.10621, -1.84905, -0.93242)
H (4.46892, -1.37011, 0.72508)
H (2.42168, -0.20507, -2.21913)
C (1.27306, -2.05419, 0.96598)
H (-6.20160, -1.01513, -1.68305)
C (2.48805, 0.39952, -1.31371)
H (1.61432, 1.04306, -1.25793)
H (-5.77059, -2.28894, -0.54702)
C (-2.45722, 0.27329, -0.75237)
C (4.07742, -1.01702, -0.22775)
H (3.68295, 2.01293, -0.56348)
C (2.61694, -0.54626, -0.12116)
C (2.30375, 0.07142, 1.26401)
C (-2.38894, 0.91648, 0.48741)
H (2.69807, -1.67520, 2.50468)
H (-3.43553, 1.35960, 2.29567)
H (-1.64718, 0.02739, -2.71347)
C (1.85209, -1.15422, 2.05067)
O (0.51973, -2.97273, 1.11266)
H (3.19448, 0.54604, 1.67691)
C (-4.71768, -0.45980, -0.24362)
C (-3.48483, 0.86100, 1.33798)
C (-5.94601, -1.21740, -0.64479)
C (-1.15316, 1.64755, 0.92696)
H (-0.54959, -0.43703, -1.41931)
O (1.71296, -1.65312, -0.23134)
H (5.47459, 0.63982, -0.00045)
H (-0.86353, 2.42541, 0.21092)
O (1.53042, 2.33948, 1.12945)
C (1.23320, 1.16198, 1.15639)
H (5.51173, -0.11742, -1.58553)
C (-1.30750, 0.28888, -1.71419)
H (-5.47598, 0.16024, 1.66118)
H (1.12507, -0.95153, 2.83519)
C (4.85383, 0.19008, -0.77417)
H (-0.26879, -0.25180, 1.09360)
C (-4.63685, 0.18592, 0.98148)
H (-1.33077, 2.14264, 1.88892)
H (-6.79103, -0.95100, -0.01496)
N (-0.03525, 0.72718, 1.06137)
H (-0.84013, 1.27094, -1.75324)
C (-3.62066, -0.40176, -1.09224)
H (-3.67429, -0.89950, -2.05054)

Here is a 2-piece molecular cluster, C3H7NO5 overall from OMol25. Energies are from the ωB97M-V functional and the def2-TZVPD basis.

Values from the calculation:
HOMO level   -9.17 eV
Gap between HOMO and LUMO   9.8 eV
SMILES string   C/C=[N+](/[O-])O.O=C(O)O
Relative energy (zero: lowest compared OMol25 entry of this formula, charge and spin)   379.32 kJ/mol

Cartesian coordinates (Å):
H (-1.52899, -0.08499, 1.10445)
O (-1.76751, -0.95057, 1.50881)
O (-0.86441, -1.92686, -0.24553)
O (-1.27132, 0.72052, -0.40803)
H (-0.39579, -0.62592, -1.94083)
O (0.41676, -0.04770, -1.63630)
N (-0.05508, 0.80391, -0.65407)
C (0.81658, 1.53124, -0.03056)
C (-1.52484, -2.02578, 0.73853)
O (-2.14800, -3.10049, 1.20535)
H (2.94876, 0.70109, -0.20903)
H (2.32075, 1.57005, -1.59876)
H (0.64838, 2.33700, 0.62627)
H (2.82528, 2.36792, 0.10846)
C (2.29354, 1.57959, -0.49161)
H (-2.71411, -2.84900, 1.92283)

Here is C31H38ClINO5S2SiSn as an isolated structure from OMol25. Energies are from the ωB97M-V functional and the def2-TZVPD basis.

Values from the calculation:
HOMO level   -10.77 eV
Gap between HOMO and LUMO   7.0 eV
Total charge   +1

Cartesian coordinates (Å):
C (-4.38113, -3.31401, 0.38413)
H (0.61216, 0.72396, 11.49431)
C (-0.65090, -0.61143, 3.30849)
C (0.19731, -4.43039, -0.65566)
Si (2.29206, 1.79483, -0.40150)
C (3.38568, 3.14015, -2.62101)
C (3.09289, 2.81352, 2.16437)
H (5.18588, 3.31315, -1.45052)
H (-1.25205, -5.93028, -0.16297)
C (-1.44767, 0.72974, 6.64770)
H (3.28664, 3.64481, -4.71946)
H (2.96008, -0.57369, -2.48218)
H (1.86181, 2.79202, -4.09919)
S (-0.74136, 0.16944, 9.20126)
C (1.03648, 0.01663, 9.52221)
H (2.57609, 1.76963, 3.96836)
H (-1.88605, 1.29486, 4.62727)
C (-0.37896, -0.53910, 2.12978)
H (3.23474, -2.89162, 0.44638)
H (3.00047, 5.26000, -2.73830)
C (2.74964, 4.41975, -2.09494)
C (-3.43580, -4.29538, 0.21213)
H (1.52555, 1.82672, 10.47401)
H (0.20865, -2.40839, 5.12346)
C (2.94813, 2.85465, -4.05227)
H (5.06575, 3.65407, 1.91121)
H (2.89299, 0.71086, 2.58849)
C (-1.79340, -2.59454, -0.35094)
N (-0.53333, -2.16749, -0.61278)
H (1.63689, -2.14079, 0.68068)
Cl (-3.86970, -5.94642, 0.45090)
H (4.74143, 3.03398, 3.54023)
C (4.58559, 2.85786, 2.47752)
H (1.39411, 4.13639, 2.15789)
C (1.40790, 0.77830, 10.75350)
C (2.71526, -1.96386, 0.67551)
C (-1.42934, 0.56223, 5.27814)
Sn (-0.45621, -0.01129, 0.07039)
O (1.76444, -0.58555, 8.78970)
C (-0.26876, -1.36102, 6.93131)
H (0.16404, -2.10998, 7.57524)
H (2.45292, 4.32873, 3.56917)
C (2.42973, 4.14445, 2.49675)
H (1.36620, 1.60036, 2.68502)
O (2.93152, 2.00773, -1.84114)
H (5.34246, 2.26336, -2.86725)
H (4.62599, 0.02490, 0.80155)
C (-0.79110, -0.55307, 4.72440)
H (1.01643, -5.11526, -0.81036)
O (-2.43512, -0.36946, -0.48077)
C (-0.83080, -0.21002, 7.47049)
C (3.05330, -0.89003, -0.35390)
H (1.66430, 4.31235, -2.06760)
C (2.43535, 1.65084, 2.89588)
H (1.77394, -1.73002, -1.87272)
C (4.90425, 3.18957, -2.49642)
C (-2.78301, -1.59546, -0.22721)
H (3.48086, -2.20564, -2.02026)
H (-1.91114, 1.59932, 7.09177)
H (4.73873, 0.33405, -0.93441)
O (2.11431, 0.18880, -0.10896)
H (5.05265, 1.91234, 2.20490)
H (2.35030, 0.42304, 11.16520)
H (3.36358, 1.90427, -4.38363)
H (1.42031, -2.67847, -0.97744)
H (3.10545, 4.62877, -1.08656)
I (-5.45210, -0.44766, 0.43574)
C (-2.10539, -3.95620, -0.14064)
S (0.12409, 2.21491, -0.52184)
H (-5.39119, -3.57269, 0.66493)
O (2.99269, 2.65335, 0.73391)
H (3.00176, -1.63213, 1.67226)
C (0.42826, -3.05118, -0.76128)
C (-0.24278, -1.52763, 5.55798)
C (-1.05561, -4.87887, -0.31450)
H (5.30971, 4.02220, -3.06862)
H (2.95606, 4.95214, 1.98955)
C (2.80712, -1.38710, -1.77492)
H (5.17548, -1.25791, -0.28336)
C (4.49211, -0.41684, -0.18544)
C (-4.04765, -1.96912, 0.18360)

Repeat the fifth record exactly.
Here is C4H4S as an isolated structure from OMol25. Energies are from the ωB97M-V functional and the def2-TZVPD basis.

Values from the calculation:
HOMO level   -8.08 eV
Gap between HOMO and LUMO   7.5 eV
Relative energy (zero: lowest compared OMol25 entry of this formula, charge and spin)   505.35 kJ/mol

Cartesian coordinates (Å):
C (0.02915, -1.05913, -0.31317)
C (0.24501, 0.40802, -0.19923)
H (0.31924, -1.53280, -1.26446)
H (-1.68662, 0.70896, 0.36921)
S (2.04720, 0.27566, -0.15803)
H (-0.38240, 2.21240, 0.52730)
C (-0.74968, 1.15964, 0.23619)
H (-0.91282, -1.36721, 0.10077)
C (1.09092, -0.80554, 0.70143)

Question: What is the formula in the third record?
Answer: C4H14NOS